Computed, not measured: a cluster of 17 separate species, C68H187N17O17 in total, with ωB97M-V with the def2-TZVPD basis set.

Each line ends with the Löwdin charge.
Geometry (Å):
O  8.63315  -1.05648  -0.24012  -0.233
H  -0.14871  0.97419  -0.13210  0.122
C  3.91602  -1.00794  3.17515  -0.187
H  -0.04807  6.60194  -3.09324  0.075
H  3.75975  -0.42493  4.05756  0.096
H  -0.13146  4.02107  -2.32880  0.038
N  3.39462  -6.54070  1.08994  0.069
H  -9.11756  0.82404  0.58297  0.148
H  4.42114  3.13493  -2.66793  0.067
H  4.73726  -2.51479  1.50495  0.058
H  7.69048  -2.42860  -4.45570  0.064
H  0.36798  -1.20272  3.42982  0.066
O  -6.67234  0.11627  -1.53358  -0.184
H  -3.65212  3.17945  0.26815  0.063
C  0.20830  -4.34112  -4.96145  -0.064
H  -0.68790  -0.20605  -5.02388  0.137
H  1.94443  -2.60923  0.86542  0.056
C  -6.17251  6.01352  -0.74166  -0.436
H  -4.70751  -3.30699  -0.43819  0.035
C  3.80673  0.44975  -5.56156  -0.053
H  6.39091  -4.18003  -2.92280  0.129
H  1.21758  3.64998  2.16948  0.068
H  0.94902  -2.64008  -3.36785  0.048
H  -4.01715  2.94381  3.81797  0.099
O  1.26855  -6.78594  -3.39312  -0.212
C  -0.95857  1.85142  4.24764  -0.203
H  -4.12666  2.03434  -1.02407  0.076
C  4.96215  1.05440  2.53610  -0.137
C  1.43515  -5.46651  -2.95038  -0.243
H  -2.37186  2.07113  -3.98099  0.130
C  6.65180  -3.59742  -0.58516  -0.084
C  -5.72007  -0.84299  -1.26079  -0.151
H  11.76988  -0.86244  1.66103  0.097
H  1.61569  -7.46327  5.24811  0.093
O  -5.26194  -0.92140  6.95641  -0.180
H  -5.95625  6.34035  -1.77124  0.139
C  -2.20397  8.89209  -0.81957  -0.104
N  4.29798  -4.39908  -1.03271  0.059
H  -2.72321  -0.23975  0.27202  0.055
C  0.39492  2.97445  2.34617  -0.017
O  3.39104  1.47492  -3.05449  -0.217
C  -4.19056  -4.07521  0.07308  -0.027
H  2.70462  9.24348  0.59477  0.130
C  -1.54370  0.19366  -4.47588  -0.461
H  -6.62116  7.07538  1.00236  0.056
N  9.55414  -3.29404  0.95792  0.072
H  -0.89866  -1.28803  9.11987  0.109
H  -7.24399  0.18438  4.49605  0.114
H  4.94437  7.97595  2.88552  0.098
C  -2.87219  -0.13075  -5.05029  -0.064
H  -8.21063  -1.10994  -0.89394  0.093
H  2.08530  0.86267  -1.05972  0.086
H  3.87300  -0.48272  -6.06241  0.058
H  -5.21829  2.35045  0.35550  0.082
H  6.41008  -7.45319  2.34121  0.084
H  -0.58209  3.32548  2.03575  0.064
O  -1.26703  -2.29405  7.40587  -0.225
C  -4.91219  -0.75645  5.62266  -0.246
H  -6.30099  1.58314  -3.18362  0.075
H  11.08829  -1.07287  -0.01357  0.102
H  -2.42519  -5.01583  1.99964  0.131
C  -1.26904  3.59489  -5.90675  -0.079
O  2.75298  -7.32721  3.58366  -0.173
H  4.20383  1.24052  -6.27719  0.105
N  -7.98833  2.13838  -0.42895  0.047
H  5.64255  -3.65166  4.43936  0.095
C  -1.86624  -4.65472  1.11457  -0.202
C  5.34274  -3.35992  -1.29418  -0.421
H  5.17544  9.43391  1.85923  0.092
H  0.43356  3.38195  4.48854  0.129
H  -0.00881  -5.27908  -5.46226  0.073
H  11.77555  -2.40158  0.77262  0.058
H  4.40676  0.34492  -4.68242  0.054
H  -8.10712  -1.42639  4.37798  0.078
N  2.08855  8.17523  -1.81505  0.012
H  6.34420  -2.35074  3.50862  0.047
H  6.00653  1.39540  2.24089  0.102
C  -1.32624  5.63245  -1.86574  -0.467
H  -5.00972  -3.25884  5.24002  0.086
C  -2.75501  -3.60691  0.45326  -0.441
H  2.68061  -7.91538  -2.31307  0.099
H  -4.03761  -4.94332  -0.55357  0.076
H  -0.15863  -3.05663  8.88025  0.106
H  -1.72337  -2.73313  3.56714  0.063
N  1.19845  -2.25791  0.23294  0.072
H  1.68886  2.47588  -3.71889  0.106
H  4.16617  -5.82090  3.41284  0.134
H  -2.84201  -1.18581  -5.10663  0.067
C  2.52771  -7.52905  -3.40678  -0.079
H  9.37795  0.07408  1.34528  0.116
O  -2.65017  7.53891  -1.04025  -0.215
H  9.12544  0.86160  -0.90393  0.091
H  4.16436  -4.06837  2.05031  0.056
C  3.38560  8.44077  0.22215  -0.279
C  2.38987  0.81674  -5.07454  -0.415
H  -5.11282  4.02266  -4.89373  0.084
H  3.25182  -0.65662  -0.66666  0.086
H  -4.92465  -0.81955  -1.96105  0.069
N  0.39808  -3.21697  -2.75501  0.054
O  -4.97050  3.88146  -1.09387  -0.229
H  -0.95491  -4.07350  1.40710  0.110
H  4.69383  -7.46296  4.04801  0.139
O  6.04478  -2.08605  -3.27953  -0.195
H  -2.62988  -0.39963  2.02062  0.081
H  3.08668  -6.72515  5.51040  0.072
H  3.02585  2.77787  -4.67206  0.121
H  -7.07112  -1.54743  -5.21838  0.083
O  3.93888  7.79423  1.27487  -0.182
H  -0.70793  7.02677  -0.39154  0.102
N  -1.38342  -0.42248  -3.18905  0.046
C  5.53448  -2.57396  4.12987  -0.038
C  -1.04122  -2.35165  8.75321  -0.148
H  2.35705  7.77755  -2.73263  0.081
C  -8.74241  0.90462  -0.49553  -0.428
H  -6.01386  3.10393  -3.11908  0.057
H  7.93174  -0.94199  1.70921  0.127
H  -7.25371  -0.34468  0.36228  0.131
H  -0.73309  3.82611  -0.75547  0.077
C  -5.94892  -1.53394  4.72933  -0.439
H  2.37872  -5.14530  -3.42382  0.106
H  -3.13525  0.25189  -6.02281  0.092
C  -6.24812  7.26505  0.05168  -0.078
H  -1.89479  -2.76766  9.22037  0.070
O  -1.96102  2.76035  3.83028  -0.195
C  8.29031  0.15129  -0.88611  -0.081
C  3.52909  6.41813  -1.22877  -0.075
H  -2.27018  4.02372  -5.62886  0.089
H  1.57524  -0.27881  1.07439  0.115
C  0.27494  -4.56902  -3.45739  -0.380
C  4.06552  -6.95884  3.29330  -0.258
C  -1.14855  -3.07657  4.45146  -0.037
H  6.64855  -3.47589  0.49538  0.046
H  -7.70393  2.45284  -1.34052  0.015
H  4.56239  1.94001  -1.42639  0.080
C  -9.89981  0.69112  -1.46301  -0.060
H  -7.51413  4.61894  -1.37805  0.036
H  1.73032  7.07850  -0.07006  0.120
H  2.35520  -8.50131  -3.97869  0.099
H  -6.95223  7.99852  -0.39061  0.094
H  -1.96556  -3.64776  -1.49940  0.098
C  -6.68405  2.56233  -4.90788  -0.407
H  -5.01377  3.04441  -6.30634  0.081
C  -4.46563  2.77574  -0.31307  -0.094
H  5.45768  -1.91728  4.92269  0.058
H  -5.24802  7.67799  0.11743  0.072
N  -1.00340  6.21748  -3.12254  0.063
N  1.51924  1.75447  4.29912  0.033
O  -1.60117  -5.69659  0.16363  -0.208
C  -0.69448  -6.69947  0.60815  -0.100
H  -1.12221  -1.44435  -3.24414  0.069
C  4.20439  -2.49924  3.41025  -0.413
C  -0.48227  -1.85260  5.16119  -0.417
H  3.04167  -0.83553  2.55572  0.087
H  -1.97754  9.00179  0.31221  0.112
H  6.23949  -2.74258  -5.32731  0.092
H  6.80748  -1.05941  -4.88980  0.086
H  -4.70027  -4.44540  0.91353  0.059
H  4.28863  1.58292  1.83373  0.079
C  -5.04633  5.07541  -0.25509  -0.159
H  0.35415  -2.49514  0.75903  0.037
H  -3.88465  -1.13914  5.47677  0.110
C  11.19660  -1.55347  1.00145  -0.089
H  4.13293  8.99227  -0.38669  0.134
H  -0.61099  1.92629  -3.77917  0.099
C  -3.17918  2.68786  4.51442  -0.104
H  5.96414  -5.86891  1.59981  0.059
H  8.71171  -3.70037  1.26021  0.032
N  -7.45908  5.26895  -0.61630  0.048
C  5.62260  -3.37353  -2.83159  -0.192
H  4.36381  6.84280  -1.74386  0.072
H  3.64046  9.29284  2.70854  0.088
H  -7.38414  3.22067  -5.35624  0.119
H  -5.79453  -1.28810  -6.36714  0.099
H  0.62337  -3.00411  6.75689  0.156
H  -10.50851  1.54990  -1.68845  0.063
H  3.56317  -6.87501  0.10365  0.092
H  -0.85224  1.83540  5.31774  0.125
H  -0.67596  -5.08826  -3.11775  0.143
H  1.88828  -5.76538  4.69253  0.093
H  9.97647  -2.04816  2.59729  0.136
H  2.35758  2.39037  4.12319  0.103
H  -6.54940  -3.13440  5.85616  0.058
H  2.47581  -6.81732  1.35322  0.038
H  3.34850  -2.82662  4.03981  0.139
O  -0.84964  -0.44228  1.08927  -0.226
H  1.96123  -0.03146  -4.57451  0.119
H  4.66388  1.38506  3.56740  0.087
H  -1.06061  -7.22644  1.54856  0.102
H  -0.31391  -3.72340  4.09283  0.078
H  -5.36279  -0.85958  -0.20999  0.090
H  2.28388  9.18649  -1.84757  0.081
H  0.82343  -0.31775  4.75534  0.061
N  -2.21848  -2.97281  -0.71523  0.055
H  7.40538  -2.88076  -1.09681  0.101
H  -6.64775  1.13103  -6.61809  0.116
H  3.18823  2.88548  -1.41189  0.086
C  -1.42902  1.69797  -4.44864  -0.231
N  4.07588  -3.03068  2.06541  0.063
H  0.68418  4.97217  -1.02524  0.083
H  -1.38998  -2.38400  -0.55102  0.030
H  4.94536  -2.39895  -0.99918  0.110
C  -0.13303  -0.13384  -0.07601  -0.213
C  5.83396  -6.94514  1.57396  -0.040
C  -4.41237  -0.15657  7.85890  -0.046
H  0.58023  1.28837  -6.09208  0.027
H  -1.25692  9.05805  -1.39447  0.078
H  3.96856  5.87586  -0.36218  0.086
C  0.34256  2.51205  3.85742  -0.400
H  8.00843  -0.15215  -1.87814  0.082
C  1.27715  -0.76763  0.08785  -0.415
H  -2.26945  1.09365  1.13268  0.078
H  -4.56235  2.32757  -4.76538  0.072
H  0.66174  2.13369  1.76478  0.035
C  -0.08795  -2.07563  6.62176  -0.195
C  2.24846  -0.26241  -0.97670  -0.044
H  1.74247  0.93968  3.75013  0.020
H  -4.77789  0.30140  5.30833  0.099
H  -3.32927  1.66449  4.85149  0.051
C  -7.72246  -0.23844  -0.65748  -0.218
H  4.26388  -8.36938  1.92544  0.137
C  4.43704  8.70928  2.24250  -0.091
H  -10.48313  -0.15167  -1.08442  0.076
H  -3.41445  -0.60124  7.88774  0.079
H  -0.66150  -7.33749  -0.29232  0.096
C  4.38857  -7.29711  1.88803  -0.443
H  -0.66935  -3.69084  -5.15532  0.078
H  0.79544  -3.26981  -1.83534  0.013
H  3.01834  5.69005  -1.92553  0.083
C  2.57011  1.96756  -4.09516  -0.199
H  1.95299  -0.69218  -1.98271  0.084
C  3.88987  2.40693  -2.13467  -0.119
H  -2.90681  9.65883  -1.23506  0.091
H  7.02359  -4.65661  -0.83522  0.107
H  1.98209  1.92953  -6.77111  0.092
H  -0.46129  4.07678  -5.33444  0.077
H  1.11375  -3.87133  -5.40093  0.089
H  -2.28203  5.05886  -1.95772  0.141
O  -1.22942  2.17081  -5.74748  -0.209
H  -3.67320  0.16145  -4.39533  0.058
H  -3.28128  3.39032  5.38511  0.101
H  -6.25145  -1.82903  -1.39946  0.101
H  0.27740  -6.23206  0.90665  0.075
H  -0.59238  -0.61628  -1.02410  0.107
H  -1.96413  5.90029  0.08972  0.125
H  0.44445  -1.21015  6.97551  0.111
C  8.88902  -0.86875  1.13668  -0.209
H  -7.61789  -0.88807  5.98914  0.070
H  -8.28102  5.90348  -0.68835  0.090
N  -6.79086  2.48618  -3.43649  0.061
H  -2.81829  -2.83475  1.26934  0.125
O  -5.99630  0.27172  -4.89372  -0.238
C  2.32007  -6.78122  4.77097  -0.131
H  6.10474  -7.20998  0.56740  0.074
H  3.40794  -4.11501  -1.42906  0.040
H  4.22444  -4.51369  -0.00151  0.028
H  -7.95606  0.77433  -5.47099  0.150
H  1.53023  -5.44098  -1.84460  0.119
C  -2.18602  0.00997  1.13901  -0.093
C  -5.29900  3.00160  -5.26005  -0.086
N  -5.99242  -2.95913  5.04388  0.032
H  -4.47081  0.89833  7.65398  0.087
H  -5.57336  -1.42232  3.66537  0.140
H  -1.64177  6.91210  -3.46455  0.074
C  -6.07873  -1.11043  -5.30649  -0.079
H  -5.43286  -1.68980  -4.70453  0.062
H  -4.69626  -0.31692  8.83181  0.053
N  0.70047  -1.32614  4.41004  0.056
H  7.48644  0.59542  -0.31732  0.078
H  -2.19428  -0.28149  -2.55225  0.082
O  5.06337  -0.33613  2.55400  -0.217
H  -1.18642  3.91045  -6.95057  0.082
N  1.56585  1.11181  -6.25781  0.054
C  -7.30921  -0.90083  4.94373  -0.083
H  -1.79680  -3.70682  5.01397  0.059
C  2.57049  7.45724  -0.66361  -0.430
H  -1.00162  0.85799  3.79304  0.109
C  -1.63049  6.57490  -0.73899  -0.225
H  -4.04405  5.46912  -0.25262  0.084
H  9.60432  -3.24081  -0.02001  0.047
H  4.76207  -3.63889  -3.41586  0.104
H  -1.25621  -1.08795  5.27247  0.106
H  -8.48046  2.94664  -0.02414  0.070
C  9.88446  -1.95798  1.51664  -0.425
C  -6.85054  1.16386  -5.54919  -0.212
C  6.68680  -2.09683  -4.55888  -0.105
H  -9.40753  0.40873  -2.42278  0.084
C  -0.28730  4.58094  -1.44075  -0.038
H  3.37591  -6.93238  -3.73589  0.072
H  -5.44553  4.75334  0.78323  0.154

## Properties
Energy above the lowest of the compared OMol25 structures with the same formula, charge and spin, kcal per mole: 141.7
Strongest force on any atom, eV Å⁻¹: 4.54
LUMO level, eV: 0.36
E_HOMO, eV: -8.453
Calculated total energy, hartree: -4912.43658